No. 1
Here is 2 unconnected molecules or ions with the total composition CH6N2OS from the Open Molecules 2025 dataset. Energies are from ωB97M-V with the def2-TZVPD basis set.

- SMILES: NC(N)=O.S
- HOMO: -9.54 eV
- Relative energy (zero: lowest compared OMol25 entry of this formula, charge and spin): 0.676 eV
- F_max: 0.27 eV/A
- Total charge: 0
- LUMO energy: 0.6 eV

Geometry (Å):
N: -0.5422 -0.3869 2.2314
C: -0.5562 0.1199 0.8925
N: -1.1798 1.4007 0.7590
O: -0.0880 -0.4795 -0.0383
H: -0.9922 -1.2966 2.2155
H: 0.4248 -0.5628 2.4858
H: -0.5060 2.0258 0.3253
H: -1.9288 1.3065 0.0800
S: 1.7019 -0.6339 -3.5918
H: 2.7426 -0.4377 -2.7732
H: 0.9238 -1.0555 -2.5863

Atoms 1-6, force components in eV/Å:
N -0.112 0.117 0.155
C 0.109 -0.125 -0.212
N -0.051 0.165 0.147
O 0.024 -0.044 -0.036
H 0.061 -0.090 0.022
H 0.024 -0.073 0.008

---

No. 2
Here is a molecular structure, C38H28Cl5INaPS2 from the Open Molecules 2025 dataset. Energies are from ωB97M-V with the def2-TZVPD basis set.

- HOMO: -0.09 eV
- Relative energy (zero: lowest compared OMol25 entry of this formula, charge and spin): 0.000 eV
- F_max: 0.73 eV/A
- Total charge: -2
- LUMO energy: 3.6 eV

Geometry (Å):
Na: 0.3285 -0.7647 1.3725
C: 3.7277 0.5042 2.4443
C: 3.4388 1.0133 1.1852
C: 2.6203 2.1292 1.0586
C: 2.0945 2.7405 2.1918
C: 2.3882 2.2285 3.4496
C: 3.2040 1.1125 3.5756
H: 4.3110 -0.4024 2.5358
H: 3.8199 0.5137 0.3026
H: 2.3761 2.5157 0.0755
H: 1.4309 3.5907 2.0896
H: 1.9425 2.6713 4.3319
H: 3.3757 0.6760 4.5509
C: -3.6898 -3.2737 2.8456
C: -2.5907 -2.6386 1.9934
S: -2.2269 -0.9532 2.4856
C: -1.9920 -3.3597 1.0211
C: -2.4145 -4.7918 0.7499
S: -0.6558 -2.8496 -0.0506
H: -3.9756 -2.5846 3.6385
H: -3.3640 -4.2063 3.3168
H: -4.5908 -3.5015 2.2620
H: -3.3108 -5.0939 1.2895
H: -1.6063 -5.4848 1.0109
H: -2.5963 -4.9293 -0.3211
I: -1.7958 2.3151 1.2019
C: -1.5669 3.8184 -0.2509
C: -2.1901 4.9771 0.1182
C: -2.1660 6.1412 -0.6837
C: -1.5024 6.1145 -1.8595
C: -0.8525 4.9326 -2.2962
C: -0.1951 4.9869 -3.5562
C: 0.4280 3.8994 -4.0525
C: 0.4108 2.6986 -3.3033
C: -0.1930 2.5771 -2.0894
P: -0.1242 0.8989 -1.2783
C: 1.1534 -0.0243 -2.2080
C: 2.4515 0.4738 -2.3608
C: 3.4715 -0.3395 -2.8312
C: 3.2130 -1.6749 -3.1280
C: 1.9337 -2.1816 -2.9560
C: 0.9031 -1.3631 -2.5061
C: -1.7084 0.2392 -1.9584
C: -1.9691 0.2409 -3.3293
C: -3.1561 -0.2745 -3.8262
C: -4.1056 -0.7829 -2.9414
C: -3.8603 -0.7771 -1.5794
C: -2.6576 -0.2773 -1.0827
C: -0.8607 3.7351 -1.5167
H: -2.7154 5.0006 1.0626
H: -2.6717 7.0391 -0.3495
H: -1.4582 6.9892 -2.4989
H: -0.2151 5.9215 -4.1059
H: 0.9257 3.9281 -5.0144
H: 0.9022 1.8302 -3.7239
H: 2.6728 1.5033 -2.0990
H: 4.4725 0.0613 -2.9395
H: 4.0134 -2.3212 -3.4673
H: 1.7263 -3.2284 -3.1374
H: -0.0778 -1.7917 -2.3198
H: -1.2346 0.6354 -4.0236
H: -3.3391 -0.2808 -4.8945
H: -5.0349 -1.1905 -3.3244
H: -4.5736 -1.1899 -0.8772
H: -2.4837 -0.3255 -0.0102
Cl: 0.5637 -0.7990 5.2058
C: 1.3138 -2.1559 4.3321
C: 1.7096 -1.9694 3.0275
C: 2.3829 -3.0275 2.4656
Cl: 3.0642 -2.8109 0.8269
C: 2.5954 -4.2494 3.0937
Cl: 3.4309 -5.5608 2.3062
C: 2.1266 -4.4126 4.3955
Cl: 2.3564 -5.9225 5.2258
C: 1.4910 -3.3477 5.0325
Cl: 0.9509 -3.5400 6.6798

Atoms 1-6, force components in eV/Å:
Na -0.206 -0.162 0.183
C -0.013 0.013 -0.020
C 0.016 0.026 -0.015
C 0.019 0.041 0.034
C 0.027 -0.057 -0.024
C -0.016 -0.008 -0.020

---

No. 3
Here is a molecular structure, C19H39N2O3P3Re at a distorted geometry from the Open Molecules 2025 dataset. Energies are from ωB97M-V with the def2-TZVPD basis set.

- HOMO (alpha / beta): -19.93 / -19.93 eV
- F_max: 19.45 eV/A
- Total charge: +4
- 2S+1: 4
- Expectation value of S²: 3.77
- LUMO energy (alpha / beta): -12.8 / -15.0 eV

Geometry (Å):
P: 3.4083 -0.4024 0.2411
C: 3.8645 -0.4441 1.9453
H: 4.9611 -0.3989 1.9921
H: 3.5172 -1.3790 2.4044
H: 3.4269 0.4119 2.4745
C: 3.2140 -2.0261 -0.4716
H: 3.3089 -2.0020 -1.5659
H: 2.2353 -2.4398 -0.1918
H: 4.0040 -2.6674 -0.0552
C: 4.3836 0.6584 -0.8074
H: 5.3553 0.1736 -0.9729
H: 4.5317 1.6254 -0.3057
H: 3.8885 0.8328 -1.7739
P: -0.9309 2.8492 -0.7474
C: -0.9808 3.3157 0.9870
H: -1.2757 4.3705 1.0659
H: 0.0106 3.1608 1.4234
H: -1.6999 2.6765 1.5087
C: 0.1267 4.0744 -1.5800
H: -0.0712 4.0645 -2.6590
H: 1.1745 3.7897 -1.4133
H: -0.0592 5.0710 -1.1620
C: -2.6078 3.1130 -1.4029
H: -2.7571 4.1785 -1.6156
H: -3.3360 2.7633 -0.6611
H: -2.7371 2.5324 -2.3253
P: -2.5897 -2.1976 0.2634
C: -3.1756 -2.3501 1.9212
H: -3.9669 -3.1123 1.9125
H: -3.5821 -1.3905 2.2673
H: -2.3654 -2.6693 2.5896
C: -3.8538 -1.9574 -0.9725
H: -4.7663 -2.4617 -0.6273
H: -3.5467 -2.3786 -1.9395
H: -4.0589 -0.8840 -1.1021
C: -1.4403 -3.4724 -0.2187
H: -2.0170 -4.3796 -0.4506
H: -0.7377 -3.6694 0.6008
H: -0.8541 -3.1797 -1.1013
Re: -0.0700 0.3158 -1.9524
C: 1.6009 0.4180 -0.0395
O: 1.3213 1.1089 0.9201
C: -1.5222 -0.5265 -0.0148
O: -1.6209 0.1959 0.9558
C: -1.3706 0.0949 -3.3995
C: -0.8458 -1.1651 -2.9729
C: 0.5625 -1.3380 -2.7855
C: 1.4512 -0.2460 -3.0426
C: 0.9364 1.0177 -3.4761
C: -0.4804 1.1972 -3.6436
H: -2.4332 0.2282 -3.4991
H: -1.5101 -1.9923 -2.8089
H: 0.9530 -2.2905 -2.4682
H: 2.5100 -0.3803 -2.9260
H: 1.6059 1.8456 -3.6259
H: -0.8731 2.1531 -3.9290
C: 0.8740 -3.5683 4.9455
N: 0.9344 -3.2913 3.5327
C: 0.6130 -2.1222 2.9095
N: 0.1870 -1.0873 3.6965
O: 0.6719 -2.0230 1.6661
H: -0.1259 -3.3639 5.3556
H: 1.6152 -2.9801 5.5077
H: 1.0950 -4.6300 5.0929
H: 1.2293 -4.0204 2.8939
H: 0.0654 -0.1977 3.2348
H: 0.3185 -1.1061 4.6985

Atoms 1-6, force components in eV/Å:
P -0.669 -0.509 -1.241
C -0.228 0.117 0.490
H -0.092 0.061 0.022
H 0.022 0.203 -0.169
H 0.266 -0.115 -0.029
C -0.074 -0.318 -0.162

---

No. 4
Here is a gas-phase ion, C20H29N2O2 (charge +1) from the Open Molecules 2025 dataset. Energies are from ωB97M-V with the def2-TZVPD basis set.

- SMILES: CCn1c(C)[n+](C[C@H](O)COC[C@H]2CC=CCC2)c2ccccc21
- HOMO: -11.19 eV
- Relative energy (zero: lowest compared OMol25 entry of this formula, charge and spin): 1.214 eV
- F_max: 0.91 eV/A
- Total charge: +1
- LUMO energy: -2.7 eV

Geometry (Å):
C: 4.5322 3.2769 -0.3204
C: 3.8184 2.5373 0.8063
N: 3.3675 1.2329 0.3713
C: 2.2123 0.9335 -0.2356
C: 1.1136 1.8735 -0.5294
N: 2.1886 -0.3670 -0.5537
C: 1.0849 -1.0713 -1.1511
C: 0.1420 -1.6642 -0.0644
O: 0.4353 -3.0026 0.2003
C: -1.3228 -1.4433 -0.4622
O: -1.5107 -0.0584 -0.6349
C: -2.8065 0.3249 -1.0815
C: -3.9150 0.1630 -0.0280
C: -4.8259 1.3938 -0.0104
C: -6.0174 1.1834 0.8748
C: -6.4159 -0.0051 1.2935
C: -5.7272 -1.2807 0.9205
C: -4.7844 -1.0743 -0.2629
C: 3.3621 -0.9497 -0.1159
C: 3.8239 -2.2578 -0.1605
C: 5.0752 -2.4949 0.3707
C: 5.8437 -1.4697 0.9267
C: 5.3874 -0.1683 0.9845
C: 4.1264 0.0796 0.4583
H: 4.8903 4.2349 0.0438
H: 5.3844 2.7028 -0.6756
H: 3.8596 3.4559 -1.1552
H: 4.4961 2.3871 1.6484
H: 2.9617 3.1148 1.1585
H: 1.1690 2.2084 -1.5665
H: 1.1675 2.7514 0.1076
H: 0.1480 1.3868 -0.3870
H: 0.5244 -0.3844 -1.7850
H: 1.4868 -1.8827 -1.7615
H: 0.3227 -1.1333 0.8777
H: 0.0468 -3.5720 -0.4753
H: -1.5466 -1.9787 -1.4000
H: -1.9662 -1.8408 0.3316
H: -2.6863 1.3797 -1.3411
H: -3.0589 -0.2319 -1.9939
H: -3.4341 0.0802 0.9533
H: -4.2684 2.2688 0.3338
H: -5.1710 1.6086 -1.0276
H: -6.5566 2.0762 1.1564
H: -7.2739 -0.1002 1.9426
H: -6.4727 -2.0399 0.6743
H: -5.1684 -1.6508 1.7871
H: -5.3732 -0.9205 -1.1697
H: -4.1738 -1.9680 -0.4082
H: 3.2273 -3.0557 -0.5691
H: 5.4712 -3.4976 0.3599
H: 6.8178 -1.7035 1.3255
H: 5.9886 0.6131 1.4193

Atoms 1-6, force components in eV/Å:
C -0.058 -0.089 0.185
C 0.229 0.691 -0.086
N -0.468 -0.420 -0.121
C -0.017 0.009 -0.035
C -0.136 0.150 -0.034
N 0.382 0.571 0.163

---

No. 5
Here is a molecular structure, C48H51BrN5O4S3Sn from the Open Molecules 2025 dataset. Energies are from ωB97M-V with the def2-TZVPD basis set.

- HOMO (alpha / beta): -7.41 / -7.83 eV
- Relative energy (zero: lowest compared OMol25 entry of this formula, charge and spin): 0.000 eV
- F_max: 0.38 eV/A
- Total charge: 0
- 2S+1: 2
- Expectation value of S²: 0.75
- LUMO energy (alpha / beta): -0.2 / -0.4 eV

Geometry (Å):
Sn: 0.9424 0.0108 0.7432
C: 5.6957 -1.5527 -2.0485
C: 4.5233 -2.3073 -1.4007
C: 3.2369 -2.0579 -2.1852
C: 4.4898 -2.1436 0.1183
C: 5.1439 -3.1393 0.8413
C: 5.2488 -3.1004 2.2203
C: 4.7109 -2.0368 2.9154
C: 4.0425 -1.0133 2.2497
C: 3.4824 0.1313 3.0738
C: 4.6032 0.8752 3.8067
C: 2.4050 -0.3562 4.0566
C: 3.9238 -1.0920 0.8569
N: 3.1341 -0.0799 0.1919
C: 3.7893 0.7638 -0.5371
C: 3.2855 1.7962 -1.3896
C: 4.2355 2.4195 -2.2259
C: 3.8912 3.4345 -3.0780
C: 2.5570 3.8655 -3.0879
C: 1.6078 3.3017 -2.2754
C: 1.9310 2.2364 -1.3957
N: 1.0138 1.7022 -0.5567
C: -0.1687 2.4670 -0.2642
C: -0.0701 3.5406 0.6378
C: -1.2391 4.1803 1.0332
C: -2.4786 3.7631 0.5757
C: -2.5563 2.7067 -0.3131
C: -1.4120 2.0481 -0.7561
C: -1.5294 0.9415 -1.7882
C: -2.0470 1.5029 -3.1160
C: -2.4130 -0.2040 -1.3015
C: 1.2623 3.9928 1.2116
C: 1.3046 3.8391 2.7329
C: 1.5825 5.4306 0.8003
H: 5.9641 -2.0244 -2.9959
H: 6.5811 -1.5510 -1.4112
H: 5.4344 -0.5183 -2.2794
H: 4.7497 -3.3680 -1.5335
H: 2.9873 -1.0005 -2.2718
H: 2.3807 -2.5690 -1.7517
H: 3.3698 -2.4394 -3.2004
H: 5.5767 -3.9715 0.2979
H: 5.7547 -3.8998 2.7471
H: 4.8002 -1.9970 3.9947
H: 3.0313 0.8668 2.4059
H: 5.0967 0.2238 4.5307
H: 4.1968 1.7295 4.3520
H: 5.3614 1.2398 3.1114
H: 2.8516 -0.6243 5.0174
H: 1.8819 -1.2339 3.6749
H: 1.6605 0.4211 4.2416
H: 4.8744 0.6570 -0.5354
H: 5.2604 2.0672 -2.1803
H: 4.6255 3.8968 -3.7223
H: 2.2625 4.6699 -3.7521
H: 0.5907 3.6686 -2.2957
H: -1.1786 5.0024 1.7380
H: -3.3864 4.2374 0.9252
H: -3.5310 2.3889 -0.6654
H: -0.5298 0.5435 -1.9702
H: -3.0512 1.9199 -3.0014
H: -2.0935 0.7155 -3.8717
H: -1.4003 2.2976 -3.4919
H: -3.4034 0.1557 -1.0163
H: -1.9737 -0.7142 -0.4417
H: -2.5454 -0.9538 -2.0859
H: 2.0450 3.3503 0.8095
H: 0.6001 4.5153 3.2237
H: 2.3037 4.0737 3.1090
H: 1.0492 2.8226 3.0406
H: 0.8345 6.1230 1.1940
H: 1.6049 5.5397 -0.2846
H: 2.5551 5.7347 1.1936
N: -8.0786 -2.1625 -2.3366
C: -7.5613 -1.3355 -1.3701
C: -7.9265 -1.4905 -0.0269
C: -7.4245 -0.6397 0.9370
C: -6.5516 0.3812 0.5818
C: -6.2076 0.5623 -0.7528
C: -6.6970 -0.2880 -1.7199
S: -5.8754 1.4317 1.8171
O: -6.6091 1.2097 3.0284
O: -5.7584 2.7472 1.2602
N: -4.3365 0.9476 2.1007
C: -3.8204 -0.1921 1.8992
S: -4.4371 -1.6365 1.1015
C: -2.9296 -2.4791 1.3744
C: -2.0393 -1.7419 2.0279
N: -2.5083 -0.4561 2.3564
H: -8.5122 -3.0220 -2.0523
H: -7.6494 -2.1706 -3.2437
H: -8.6125 -2.2804 0.2548
H: -7.7017 -0.7610 1.9763
H: -5.5649 1.3865 -1.0358
H: -6.4255 -0.1406 -2.7587
H: -2.7907 -3.4893 1.0256
H: -1.0391 -2.0032 2.3359
S: -1.8326 1.8291 3.7000
C: -1.7418 0.4158 3.0360
Br: -1.7047 -7.3689 -3.3879
C: -1.0112 -5.8977 -2.4204
C: -1.0338 -4.6365 -2.9957
C: -0.5298 -3.5629 -2.2793
C: 0.0005 -3.7537 -1.0082
C: 0.0213 -5.0261 -0.4504
C: -0.4902 -6.1051 -1.1523
C: 0.5584 -2.6002 -0.2293
O: 1.1619 -2.7848 0.8320
O: 0.3535 -1.4260 -0.7395
H: -1.4410 -4.4998 -3.9879
H: -0.5446 -2.5648 -2.6978
H: 0.4527 -5.1586 0.5334
H: -0.4817 -7.0992 -0.7271

Atoms 1-6, force components in eV/Å:
Sn 0.163 -0.007 0.338
C 0.022 0.034 -0.033
C -0.001 -0.042 -0.017
C -0.025 0.038 -0.054
C 0.031 -0.006 0.079
C 0.014 0.042 -0.020

---

No. 6
Here is C5H6N2O in the gas phase at a distorted geometry from the Open Molecules 2025 dataset. Energies are from ωB97M-V with the def2-TZVPD basis set.

- SMILES: C[C@]12CN1N=CC2=O
- HOMO: -9.96 eV
- Relative energy (zero: lowest compared OMol25 entry of this formula, charge and spin): 5.029 eV
- F_max: 6.08 eV/A
- Total charge: 0
- LUMO energy: -0.2 eV

Geometry (Å):
C: 1.5232 0.8076 -0.5164
C: 0.3096 0.2793 0.1724
C: 0.3926 -1.0880 0.8307
N: 0.0846 -1.0746 -0.5793
N: -1.3183 -1.3686 -0.5184
C: -1.9356 -0.2847 -0.1813
C: -0.9449 0.8652 0.0576
O: -1.2509 2.0714 0.1344
H: 2.2131 -0.2569 -0.7506
H: 2.0296 1.5069 0.2757
H: 0.9759 1.5163 -1.4368
H: -0.5244 -1.1295 1.4580
H: 1.5618 -1.3316 1.1553
H: -3.1163 -0.5128 -0.1013

Atoms 1-6, force components in eV/Å:
C 0.711 1.216 -0.037
C 2.343 -3.208 -2.422
C 3.151 0.941 1.360
N -1.033 -0.690 1.622
N -0.381 1.587 -0.446
C -2.139 -2.296 -0.728

---

No. 7
Here is C3H4N2O in the gas phase at a distorted geometry from the Open Molecules 2025 dataset. Energies are from ωB97M-V with the def2-TZVPD basis set.

- SMILES: Oc1cc[nH]n1
- HOMO: -8.86 eV
- Relative energy (zero: lowest compared OMol25 entry of this formula, charge and spin): 2.612 eV
- F_max: 2.35 eV/A
- Total charge: 0
- LUMO energy: 0.9 eV

Geometry (Å):
O: -0.0280 -2.2777 -0.2728
C: -0.0173 -0.9404 -0.1285
C: -0.0161 -0.2112 1.1153
C: -0.2090 1.0811 0.6628
N: -0.2169 1.0975 -0.6721
N: -0.1090 -0.1630 -1.1854
H: -0.1010 -2.4591 -1.2246
H: 0.9065 0.0401 1.6420
H: -0.2721 1.9522 1.3015
H: 0.0629 1.8805 -1.2382

Atoms 1-6, force components in eV/Å:
O 0.267 0.134 -0.084
C 0.175 0.320 -0.234
C 0.468 0.533 -0.568
C 0.031 0.350 -0.418
N -0.401 0.257 -0.106
N -0.234 -0.140 0.103

---

No. 8
Here is 11 unconnected molecules or ions with the total composition C4H29NO10 at a distorted geometry from the Open Molecules 2025 dataset. Energies are from ωB97M-V with the def2-TZVPD basis set.

- SMILES: C=CCCN.O.O.O.O.O.O.O.O.O.O
- HOMO: -9.40 eV
- Relative energy (zero: lowest compared OMol25 entry of this formula, charge and spin): 1.322 eV
- F_max: 2.90 eV/A
- Total charge: 0
- LUMO energy: 0.1 eV

Geometry (Å):
C: 3.1039 -0.1720 -0.2120
C: 2.5078 0.4446 0.7966
C: 1.0528 0.8043 0.8140
C: 0.8162 2.2660 1.2164
N: -0.5798 2.6413 1.4009
H: 2.5573 -0.5144 -1.0871
H: 4.1437 -0.4802 -0.2050
H: 3.0491 0.7376 1.6918
H: 0.5670 0.5918 -0.1444
H: 0.5295 0.1297 1.5039
H: 1.2472 2.9176 0.4504
H: 1.3574 2.4704 2.1430
H: -1.1620 2.2567 0.6680
H: -0.9431 2.2701 2.2706
O: 0.1604 -3.1048 -0.8716
H: 0.3152 -3.0204 0.0911
H: 0.5066 -2.2987 -1.2669
O: 0.6992 2.0478 -2.0999
H: 1.5952 2.2299 -1.7423
H: 0.1012 2.2894 -1.3810
O: -2.5109 -1.2676 1.4527
H: -2.4739 -0.4066 1.0007
H: -2.6620 -1.9155 0.7199
O: -2.2429 -0.5419 -2.4896
H: -2.6226 -0.4906 -3.3756
H: -1.2653 -0.5814 -2.6530
O: -1.2145 -0.8666 3.9012
H: -1.0329 0.0718 3.7878
H: -1.8443 -1.0679 3.1813
O: -0.0352 -2.6413 1.8010
H: -0.9104 -2.2261 1.6979
H: 0.2383 -2.3440 2.6756
O: 3.1747 2.1803 -0.9258
H: 3.2320 1.4533 -0.2944
H: 3.9468 2.0985 -1.4958
O: 0.4228 -0.5486 -2.5850
H: 0.9170 -0.7496 -3.3872
H: 0.5967 0.4127 -2.3884
O: -2.5942 -2.7504 -0.8161
H: -2.5888 -2.0672 -1.5041
H: -1.6719 -3.0810 -0.8260
O: -2.5462 0.9965 -0.2345
H: -3.4539 1.3244 -0.2061
H: -2.4831 0.5020 -1.0729

Atoms 1-6, force components in eV/Å:
C 0.057 -2.287 0.436
C -0.894 -1.195 0.986
C -0.310 -0.164 0.062
C -0.134 -0.070 -0.037
N 0.096 0.073 0.159
H -0.117 0.311 0.111

---

Number 1: molar mass 94.1 g mol⁻¹. Number 2: molar mass 906.9 g mol⁻¹. Number 3: molar mass 622.7 g mol⁻¹. Number 4: molar mass 329.5 g mol⁻¹. Number 5: molar mass 1056.8 g mol⁻¹. Number 6: molar mass 110.1 g mol⁻¹. Number 7: molar mass 84.1 g mol⁻¹. Number 8: molar mass 251.3 g mol⁻¹.